[1]
{"formula": "C21H34InNO5PSSi", "method": "the ωB97M-V functional and the def2-TZVPD basis", "lumo_ev": -3.0396, "total_energy_ev": -67228.2693, "spin_multiplicity": 1, "charge": 1, "gap_ev": 7.96, "elements": ["H", "In", "H", "C", "C", "C", "C", "C", "H", "C", "N", "C", "H", "H", "H", "H", "H", "H", "S", "H", "H", "H", "C", "H", "H", "C", "H", "C", "C", "C", "C", "H", "C", "H", "H", "H", "H", "C", "H", "C", "H", "C", "H", "O", "P", "O", "C", "O", "H", "H", "H", "H", "H", "H", "O", "C", "C", "H", "H", "C", "H", "O", "H", "Si", "H"], "xyz": [[1.735900, 2.130882, 3.563451], [0.914100, -0.337718, 0.652151], [-2.630100, 3.308182, 1.824251], [-1.573600, 2.093682, -2.913449], [-0.657500, 2.886882, -0.437249], [-1.742200, -2.435818, 2.706351], [-1.831200, 3.383782, -2.442149], [2.198000, -4.069418, 4.097751], [5.132300, -2.299118, 2.017851], [4.646400, -1.326518, 2.109551], [-0.455900, 1.641982, -0.832349], [0.047800, 0.812682, 3.510751], [-0.635100, 2.797382, 3.088151], [-1.284600, -0.688318, -5.121049], [-0.402000, 3.584782, -5.432249], [4.659800, -1.015618, 3.154351], [-0.838500, 0.314582, -6.486849], [-0.982200, -2.897218, 2.067251], [-0.635600, -0.473318, -2.344349], [-3.443700, 2.000882, 0.956651], [2.502300, -3.960618, 5.136451], [2.817800, -1.201418, -2.949949], [-1.371800, 3.792382, -1.205649], [0.437600, -1.265218, 3.837751], [-2.050600, 4.174282, -5.350849], [-0.885400, 0.281982, -5.401849], [4.084200, -5.304318, 0.079751], [-0.902200, 1.266982, -2.023049], [-2.355700, -0.025218, 2.393051], [-0.862200, 1.741382, 3.013951], [-3.065300, 2.319282, 1.927751], [-1.539100, 3.211482, -6.712549], [-2.067700, 1.334882, 2.457651], [-2.389200, 4.065982, -3.062049], [2.691500, -4.938718, 3.664151], [-3.309700, -0.343918, 1.991151], [1.238200, 1.528182, 5.142151], [3.559600, -4.349418, 0.071651], [-3.909900, 2.387682, 2.613451], [1.354800, 1.257782, 4.093351], [-1.551700, 4.790682, -0.845049], [1.874600, -1.254818, -2.375649], [-4.011300, 1.304582, -6.072149], [2.606100, -2.883718, 3.434851], [2.401100, -2.750618, 1.832951], [1.706900, -1.996618, -1.443949], [-1.436900, 3.326282, -5.638549], [3.442200, -3.938618, 1.422051], [-2.719600, -2.583118, 2.254151], [2.085000, 0.452082, 4.037051], [-4.425100, 2.211182, -4.632549], [0.134700, 0.345882, -5.032249], [2.580200, -4.468118, -0.391749], [-1.732900, -2.944818, 3.668351], [3.301900, -1.389118, 1.633551], [-1.455600, -0.972918, 2.859351], [-0.261400, -0.541718, 3.435551], [-4.150700, 0.478682, -4.531849], [-0.246100, 3.143082, 0.528251], [-3.813700, 1.395082, -5.007549], [1.115300, -4.199218, 4.045151], [1.005800, -0.416218, -2.875749], [4.132900, -3.618018, -0.500349], [-1.956000, 1.715982, -4.760049], [5.175000, -0.591918, 1.501051]], "forces_ev_per_angstrom": [[0.1, 0.0, 0.0], [-0.3, 0.4, 0.0], [0.0, 0.1, 0.0], [0.0, -0.3, -0.5], [0.0, 0.0, 0.0], [0.0, 0.0, 0.0], [0.0, 0.0, 0.2], [0.0, -0.3, 0.3], [0.0, 0.1, 0.0], [0.5, 0.1, 0.2], [0.2, 0.1, 0.4], [0.0, -0.1, 0.1], [0.0, 0.1, 0.0], [-0.1, -0.1, 0.0], [0.2, 0.0, 0.1], [0.0, 0.0, -0.1], [-0.1, 0.1, -0.2], [-0.1, -0.1, 0.1], [0.1, 0.0, 0.2], [0.0, 0.0, 0.0], [-0.1, -0.1, 0.0], [-0.2, 0.1, 0.1], [-0.1, 0.0, -0.1], [0.1, -0.1, 0.0], [-0.1, 0.1, 0.1], [-0.4, 0.4, 0.1], [-0.1, 0.1, -0.1], [0.2, -0.4, -0.1], [0.2, 0.0, 0.0], [-0.1, -0.1, 0.0], [0.0, 0.0, 0.1], [0.0, -0.1, -0.2], [0.0, 0.0, -0.1], [0.0, 0.2, -0.1], [0.0, 0.0, 0.0], [0.0, 0.0, -0.1], [0.0, 0.0, 0.1], [0.1, -0.2, -0.4], [-0.1, 0.1, 0.0], [0.0, 0.0, 0.0], [0.0, 0.2, 0.1], [1.0, -0.7, 0.1], [0.0, 0.0, -0.2], [0.0, 0.4, -0.3], [1.1, -0.1, 0.3], [-0.1, -0.1, 0.1], [-0.2, -0.6, 0.3], [-0.4, 0.4, 0.5], [0.0, -0.1, -0.1], [0.1, 0.0, 0.0], [0.0, 0.2, 0.1], [0.1, 0.1, 0.0], [0.0, 0.0, 0.0], [0.0, -0.1, 0.1], [-0.6, -0.5, -0.2], [-0.1, 0.0, 0.0], [0.0, 0.1, 0.0], [0.0, -0.2, 0.1], [0.0, 0.1, 0.1], [0.7, 0.1, 0.1], [0.0, 0.0, 0.0], [-1.0, 0.9, -0.6], [0.0, 0.0, 0.0], [0.0, 0.1, -0.4], [-0.1, -0.1, 0.1]], "lowdin_charge": [0.085, 1.031, 0.072, -0.210, -0.132, -0.035, -0.053, -0.113, 0.088, -0.096, -0.032, -0.331, 0.124, 0.015, 0.037, 0.091, 0.036, 0.069, 1.028, 0.084, 0.095, 0.170, -0.018, 0.112, 0.024, -0.198, 0.094, -0.553, -0.011, -0.032, -0.041, 0.033, -0.271, 0.107, 0.084, 0.127, 0.095, -0.124, 0.093, -0.032, 0.117, -0.454, 0.033, -0.348, 0.767, -0.075, -0.169, -0.341, 0.082, 0.074, 0.029, 0.014, 0.077, 0.090, -0.494, -0.309, -0.107, 0.029, 0.109, -0.164, 0.081, -0.331, 0.086, 0.596, 0.095]}



[2]
{"formula": "C21H34N11O4P", "method": "the ωB97M-V functional and the def2-TZVPD basis", "lumo_ev": 0.1733, "e_above_lowest_kj_mol": 0.0, "smiles": "NP(O)OC(=O)O.CC#N.CC#N.CC#N.CC#N.CC#N.CC#N.CC#N.CC#N.CC#N.CC#N", "total_energy_ev": -56196.7427, "spin_multiplicity": 1, "charge": 0, "gap_ev": 10.06, "elements": ["H", "N", "C", "H", "N", "N", "H", "O", "H", "N", "H", "C", "H", "H", "H", "O", "C", "H", "H", "N", "C", "N", "C", "H", "C", "H", "H", "C", "H", "H", "P", "H", "N", "H", "H", "N", "O", "N", "C", "N", "N", "H", "H", "C", "C", "C", "C", "O", "H", "H", "H", "C", "H", "H", "H", "H", "H", "C", "H", "H", "C", "C", "H", "C", "C", "H", "H", "C", "C", "H", "C"], "xyz": [[-1.770552, -1.165452, 0.812643], [5.594791, 9.866631, -3.097661], [5.939269, 9.731662, -4.190300], [0.344899, -7.041159, 2.172281], [1.577201, -9.433117, 0.538028], [-6.672845, 0.214968, -1.437892], [-3.434843, -0.909605, 1.380873], [3.501774, 1.377496, 0.241888], [-2.718052, -3.239506, 2.109505], [1.351322, 8.081442, -2.314882], [-0.883499, -8.319919, 2.166637], [-1.315025, -2.513729, 4.576761], [2.241719, 1.335767, 3.461226], [-2.720350, -0.948866, -1.540790], [1.513294, -7.605729, -2.436864], [2.922449, 0.718516, 3.151417], [3.877924, 7.567144, -1.909609], [-0.707672, -7.264653, 0.763831], [-5.109053, 1.640992, 0.897986], [3.316275, -5.042600, -2.765990], [-4.223641, -2.366821, -1.310062], [-4.611593, -3.283001, -0.724807], [-0.226288, 5.222139, -1.780321], [0.658633, -3.175056, 4.533891], [-2.393628, -0.617132, 1.518671], [2.793401, -7.746368, -1.222830], [3.120474, -8.184355, -2.907001], [-6.418022, 0.644631, -0.397156], [1.032885, 1.365664, 1.757197], [3.977001, 6.601977, -1.413809], [2.307177, 0.274111, 0.143666], [0.886899, 1.952679, 0.248605], [-2.137160, -1.780013, 4.229776], [-6.833578, 1.936943, 1.194691], [4.320814, 8.343215, -1.291789], [0.949171, 1.084528, 0.784376], [1.628892, -1.130372, 3.420301], [0.634735, 2.767565, -1.595581], [2.469234, 7.856131, -2.136165], [-3.075775, -6.359322, 2.047291], [-2.126465, 1.945209, 1.112679], [-2.085154, -0.864787, 2.534324], [-0.355432, 5.494016, -2.825547], [-0.280627, -3.437948, 5.018316], [0.805744, -8.699588, 0.983857], [-0.166552, -7.777443, 1.555241], [-3.670889, -1.213808, -2.003141], [2.614981, -0.752227, 1.463822], [3.712486, 1.618237, 1.157496], [0.495640, 5.899846, -1.333906], [5.810644, 10.245028, -6.213277], [0.250424, 3.852301, -1.679240], [-1.178689, 5.319097, -1.262375], [-6.113283, 0.382840, 1.649960], [6.191002, 8.542481, -5.894897], [4.402410, 7.537088, -2.859136], [-4.355390, -0.373541, -1.922315], [-3.270905, -5.236571, 1.865003], [7.431062, 9.787367, -5.655265], [-3.499681, -1.428330, -3.055744], [2.320375, -0.443512, 2.725645], [6.368980, 9.566311, -5.571819], [-4.463823, -3.532392, 2.077789], [-6.099041, 1.184910, 0.913804], [2.581313, -7.495531, -2.259924], [-0.560422, -4.454847, 4.747636], [-0.161402, -3.373740, 6.098024], [-2.251110, 0.809780, 1.288637], [-3.509992, -3.819092, 1.639326], [-3.536530, -3.611787, 0.569167], [2.991668, -6.126792, -2.542172]], "forces_ev_per_angstrom": [[0.0, 0.0, 0.0], [0.3, -0.1, -0.8], [-0.3, 0.1, 0.8], [0.0, 0.0, 0.0], [-0.5, 0.5, 0.2], [0.2, 0.3, 0.8], [0.0, 0.0, 0.0], [0.3, -0.2, 0.4], [0.0, -0.1, 0.2], [0.8, -0.2, 0.1], [0.0, 0.0, 0.0], [-0.6, 0.6, -0.2], [0.2, -0.4, 0.5], [0.0, 0.0, 0.0], [0.0, 0.0, 0.0], [-0.2, 0.2, -0.6], [-0.1, -0.2, 0.1], [0.0, 0.0, 0.0], [0.0, 0.0, 0.0], [-0.2, -0.7, 0.2], [-0.3, -0.5, 0.1], [-0.5, 0.9, -1.6], [-0.1, 0.0, 0.0], [0.0, 0.0, 0.0], [0.1, 0.1, -0.2], [0.0, 0.0, 0.0], [0.0, 0.0, 0.0], [-0.3, -0.3, -0.9], [-0.2, 0.0, 0.0], [0.0, 0.0, 0.0], [-0.2, 0.1, -0.5], [-0.5, -0.3, -0.1], [0.7, -0.8, 0.8], [0.0, 0.0, 0.0], [0.0, 0.0, 0.0], [0.6, 0.0, 0.3], [0.2, 0.4, 0.1], [-0.2, 0.9, -0.2], [-0.8, 0.2, -0.1], [0.0, 0.6, -0.1], [-0.3, -0.8, 0.2], [-0.1, 0.1, -0.3], [0.0, 0.0, 0.0], [0.1, 0.0, -0.1], [0.6, -0.5, -0.3], [0.0, 0.0, 0.0], [0.1, 0.1, 0.0], [0.1, 0.1, 0.2], [0.0, 0.1, -0.1], [0.0, 0.1, 0.0], [0.0, 0.0, 0.0], [0.2, -0.8, 0.0], [0.0, 0.0, 0.0], [0.0, 0.0, 0.0], [0.0, 0.0, 0.0], [0.0, 0.0, 0.0], [-0.1, 0.0, 0.0], [0.1, -0.6, 0.2], [0.0, 0.0, 0.0], [0.0, -0.1, 0.0], [-0.4, -0.5, 0.1], [0.0, 0.0, 0.0], [0.0, 0.0, -0.1], [0.1, 0.0, 0.1], [0.0, 0.0, 0.0], [0.0, 0.0, 0.0], [0.0, 0.0, 0.0], [0.2, 1.1, -0.2], [0.6, -0.1, 0.5], [0.3, -0.3, 0.8], [0.2, 0.8, -0.2]], "lowdin_charge": [0.086, 0.144, -0.260, 0.078, 0.124, 0.140, 0.071, -0.287, 0.041, 0.130, 0.074, -0.229, 0.126, 0.077, 0.080, 0.079, -0.087, 0.067, 0.065, 0.117, -0.226, 0.141, -0.067, 0.068, -0.095, 0.055, 0.082, -0.271, 0.026, 0.082, 0.834, -0.032, 0.142, 0.085, 0.069, -0.149, 0.137, 0.140, -0.269, 0.127, 0.122, 0.010, 0.085, -0.047, -0.278, -0.092, -0.050, -0.188, 0.044, 0.048, 0.085, -0.236, 0.088, 0.084, 0.083, 0.057, 0.045, -0.252, 0.085, 0.091, -0.665, -0.064, 0.095, -0.062, -0.082, 0.084, 0.089, -0.296, -0.105, -0.005, -0.289]}



[3]
{"formula": "C21H34N4O4S", "method": "the ωB97M-V functional and the def2-TZVPD basis", "lumo_ev": 0.5083, "e_above_lowest_kj_mol": 90.9, "smiles": "CCCCCC(=O)Nc1cc(S(=O)(=O)N2CCOCC2)ccc1N1CCN(C)CC1", "total_energy_ev": -47314.2317, "spin_multiplicity": 1, "charge": 0, "gap_ev": 8.54, "elements": ["N", "C", "H", "H", "H", "H", "H", "H", "H", "H", "O", "H", "C", "C", "H", "C", "H", "C", "C", "C", "O", "C", "H", "C", "C", "H", "C", "H", "H", "H", "C", "C", "N", "C", "H", "H", "H", "H", "H", "H", "H", "H", "C", "H", "H", "H", "C", "N", "C", "O", "H", "H", "H", "C", "C", "C", "O", "C", "H", "S", "H", "H", "H", "N"], "xyz": [[0.061122, 2.849306, -3.374788], [0.034806, 3.502352, -2.082682], [-0.051770, 0.179005, 4.598742], [-0.894494, 4.077511, -1.960086], [0.084243, 2.732340, -1.310878], [1.259124, 5.524881, -5.038388], [-0.088167, -4.720281, 2.492571], [-2.258883, 0.542184, 5.709910], [1.746587, -5.737981, 3.594815], [2.182265, 4.129294, -4.397553], [0.576463, -0.589181, 2.189474], [0.506850, -3.062397, 2.786393], [0.056142, -3.506907, 0.721373], [0.617917, -0.270728, -2.762463], [-2.638905, -0.968583, 8.384014], [-1.161503, 0.198277, -1.227667], [-2.153357, 0.314947, 3.223051], [-1.566584, -0.604858, 3.302642], [2.398723, -4.934819, 3.254219], [0.047735, 3.823393, -4.450911], [-2.399965, 2.177835, -3.018186], [-0.625589, -0.667777, 2.110572], [-2.036770, 0.783648, -0.987541], [-0.964180, -0.404179, 7.140164], [1.246343, 4.432748, -1.986954], [1.965491, -1.802749, -2.188435], [1.267227, 4.730395, -4.291004], [2.740253, -2.487055, 2.103853], [0.060105, -4.396834, 0.072176], [-2.287600, -0.656683, 0.928339], [2.759645, -3.382859, 1.460364], [-0.667067, -0.739968, -0.337003], [-1.294161, -0.843280, 0.926009], [1.098083, -1.231855, -1.899902], [2.934294, -2.184255, -0.304223], [-0.869817, 4.428877, -4.414120], [0.078249, 3.272806, -5.390519], [3.400745, -5.336842, 3.112744], [-2.402063, 0.773226, 8.241969], [-0.962655, -3.129534, 0.783815], [-2.479316, -1.203177, 5.839590], [-1.324380, -0.182840, 9.259565], [-1.729797, -0.407791, 5.819334], [1.098132, -0.068665, -3.705648], [2.163604, 3.825361, -2.015878], [-0.442992, -1.356857, 7.257518], [0.553255, -3.925860, 2.102465], [1.908208, -4.433093, 1.989699], [-0.530927, 0.424307, -2.434275], [1.259862, 5.370885, -3.035271], [-0.209068, 0.384378, 7.114879], [1.217577, 5.009055, -1.060937], [2.438103, -4.157914, 4.033654], [-1.889116, -0.182069, 8.330416], [-0.803658, -0.611541, 4.624429], [0.461444, -1.524239, -0.679316], [-1.112063, 1.218422, -4.885312], [2.290658, -2.983827, 0.061158], [3.783896, -3.758323, 1.404682], [-1.150309, 1.678620, -3.528720], [2.365684, -3.855597, -0.605973], [-0.273701, -1.560571, 4.728480], [-2.259277, -1.448934, 3.257210], [0.930644, -2.508332, 0.148056]], "forces_ev_per_angstrom": [[-0.5, -0.9, -0.1], [0.1, 0.4, 0.5], [0.1, -0.1, 0.0], [0.1, 0.0, 0.1], [0.0, 0.1, 0.1], [0.0, -0.1, 0.0], [0.0, 0.0, 0.0], [-0.1, 0.0, 0.0], [0.0, 0.0, 0.1], [0.0, 0.0, 0.0], [0.2, 0.2, 0.0], [0.0, -0.1, 0.0], [-0.3, -0.2, 0.2], [0.0, 0.0, 0.0], [-0.1, -0.1, 0.1], [0.0, -0.1, -0.1], [-0.1, 0.0, 0.0], [0.5, 0.0, 0.3], [0.0, 0.0, 0.0], [0.1, 0.3, -0.5], [0.1, -0.1, 0.3], [-0.5, 0.0, 0.2], [-0.1, 0.1, 0.1], [-0.3, 0.0, 0.0], [-0.1, -0.3, 0.2], [0.1, -0.1, 0.0], [-0.2, -0.2, -0.2], [0.0, 0.0, 0.0], [-0.1, 0.0, 0.0], [0.1, -0.1, 0.1], [0.1, 0.0, -0.3], [0.2, 0.0, -0.2], [-0.2, 0.1, -0.3], [0.0, 0.0, 0.0], [0.0, 0.0, 0.0], [0.1, 0.0, -0.1], [0.0, 0.2, -0.1], [0.1, 0.0, 0.1], [-0.1, 0.1, 0.0], [0.1, -0.1, 0.0], [-0.1, 0.0, 0.0], [0.0, 0.0, 0.1], [0.4, -0.1, 0.0], [0.2, 0.0, -0.1], [0.0, 0.1, 0.0], [0.1, 0.0, 0.0], [-0.2, -0.1, -0.2], [0.0, 0.0, 0.0], [-0.3, 0.5, -0.3], [-0.1, 0.2, 0.0], [0.1, 0.0, 0.0], [0.0, -0.1, 0.0], [0.0, 0.0, 0.0], [0.2, 0.0, -0.1], [-0.4, 0.1, -0.1], [-0.2, 0.2, -0.2], [0.3, 0.0, -0.1], [0.2, 0.1, 0.2], [0.0, 0.0, 0.0], [0.3, 0.1, 0.1], [0.1, 0.1, 0.0], [0.1, 0.0, 0.0], [-0.1, 0.0, 0.0], [0.1, -0.1, 0.1]], "lowdin_charge": [-0.234, -0.181, 0.121, 0.132, 0.121, 0.129, 0.125, 0.115, 0.083, 0.130, 0.091, 0.109, -0.127, -0.048, 0.070, 0.001, 0.127, -0.116, -0.101, -0.178, -0.288, -0.482, 0.122, -0.277, -0.187, 0.108, -0.186, 0.129, 0.133, 0.149, -0.179, -0.149, 0.105, 0.011, 0.124, 0.137, 0.120, 0.083, 0.070, 0.116, 0.116, 0.067, -0.235, 0.119, 0.130, 0.108, -0.180, -0.225, -0.296, -0.127, 0.109, 0.129, 0.089, -0.119, -0.213, -0.150, -0.281, -0.144, 0.122, 0.679, 0.132, 0.113, 0.125, -0.093]}